Record 1
The following is a DFT calculation (ωB97M-V/def2-TZVPD) of an isolated molecule of C6H9ClO.

The geometry in XYZ format:
```
17
Properties=species:S:1:pos:R:3:forces:R:3
C -1.8385 0.3521 0.4399 0.02 -1.85 -1.06
C -0.4106 -0.3177 -0.0011 -5.31 -4.32 3.34
C 0.1451 -0.9837 1.2849 0.43 1.20 1.87
C 0.5437 0.2442 -0.7871 2.81 5.74 -1.08
C 1.6318 -0.5789 -1.2273 2.29 -4.19 2.90
O 1.9425 -1.6155 -0.4271 -0.26 4.61 -6.35
C 0.6637 1.6113 -0.7814 -2.02 -0.24 -0.15
Cl 1.8183 2.4440 -1.8534 -0.97 -0.17 1.14
H -1.8388 0.9476 1.4084 0.46 -0.57 -1.39
H -2.4888 -0.6230 0.6852 1.12 2.40 -0.72
H -2.2611 0.9567 -0.4294 0.15 -0.84 1.26
H -0.5274 -1.2804 -0.5592 -1.36 0.59 -0.01
H -0.2406 -0.1398 2.0981 1.49 -2.65 -1.24
H -0.5038 -2.0983 1.4704 2.59 3.35 -0.29
H 1.4349 -0.9246 0.9849 -4.37 -1.02 2.55
H 2.1636 -0.1632 -2.1453 0.05 -1.27 1.16
H -0.2342 2.1689 -0.1606 2.90 -0.78 -1.93
```
Positions in Å, forces in eV/Å.

Values from the calculation:
Charge   0
M   132.6 g mol⁻¹
Kohn-Sham gap   8.5439 eV
LUMO   -0.773 eV
Energy above the lowest of the compared OMol25 structures with the same formula, charge and spin   130.25 kcal/mol
SMILES string   CC(C)/C(C=O)=C/Cl

Here are the natural (NBO) charges for atoms 1 to 2, given in e: number 1, C, carries -0.632; number 2, C, carries -0.295

Record 2
The following is a DFT calculation (ωB97M-V/def2-TZVPD) of a structure of composition C6H9ClO.

The geometry in XYZ format:
```
17
Properties=species:S:1:pos:R:3:forces:R:3
C -1.9645 -1.0766 0.0791 -0.43 0.39 0.47
C -0.7683 -0.2451 0.4923 0.50 0.28 -1.30
C -0.8510 1.2609 0.5002 -0.19 0.95 0.46
C 0.2481 0.0494 -0.6689 -0.32 0.87 0.31
C 1.5731 -0.4489 -0.4393 2.60 -0.53 -0.02
C 2.6003 0.3695 -0.2175 -0.34 -0.50 0.27
H -2.7692 -1.1552 0.8450 0.62 0.12 -0.40
H -1.6233 -2.0751 -0.1592 -0.11 -0.35 -0.13
H -2.3979 -0.6170 -0.8213 0.02 -0.26 0.21
H -0.2097 -0.5493 1.3802 -0.29 -0.46 -0.14
H -0.7238 1.6444 1.5111 0.16 0.62 -0.15
H -1.6912 1.7056 0.0034 -0.97 0.06 0.15
H -0.1095 -0.1429 -1.6830 -0.26 -0.17 0.03
H 1.7446 -1.5105 -0.4519 -0.03 -0.41 0.06
H 2.4835 1.4295 -0.2169 -0.02 0.41 0.00
O 0.2604 1.4841 -0.4006 -0.81 -0.80 0.39
Cl 4.1984 -0.1227 0.2472 -0.14 -0.21 -0.23
```
Positions in Å, forces in eV/Å.

Values from the calculation:
Charge   0
M   132.6 g mol⁻¹
Kohn-Sham gap   10.1729 eV
LUMO   0.994 eV
Energy above the lowest of the compared OMol25 structures with the same formula, charge and spin   38.98 kcal/mol

Here are the natural (NBO) charges for atoms 1 to 2, given in e: number 1, C, carries -0.609; number 2, C, carries -0.255

Record 3
The following is a DFT calculation (ωB97M-V/def2-TZVPD) of a cluster of 2 separate species, C6H9ClOS in total.

The geometry in XYZ format:
```
18
Properties=species:S:1:pos:R:3:forces:R:3
C 1.6074 0.9589 0.7176 -1.28 -0.86 -1.04
C 0.9878 -0.1127 -0.1867 2.45 2.97 -1.47
C 1.9929 -1.2318 -0.5697 -1.66 0.05 -0.24
C -0.2607 -0.6736 0.3160 -2.33 -2.78 -1.58
S -1.2585 -1.7308 -0.5241 1.70 1.14 0.81
Cl -0.7210 -0.3773 1.9217 0.00 0.47 1.04
H 0.9844 1.8103 0.8621 -0.25 0.78 -0.07
H 2.6066 1.1557 0.5118 1.62 0.94 -1.41
H 1.7524 0.4950 1.6039 0.02 -1.25 3.46
H 0.8534 0.5158 -1.1480 -0.57 -1.63 1.08
H 2.5453 -1.7752 0.1821 -0.14 0.19 0.69
H 2.6671 -0.8987 -1.3224 0.56 0.40 -0.54
H 1.2513 -1.8703 -1.0152 0.54 -1.14 -0.62
C -3.4178 0.4979 -0.0283 0.68 -0.27 1.91
C -2.3498 1.0413 -0.5086 0.50 1.06 -0.61
O -1.4787 1.5770 -1.0640 -0.08 -0.21 0.39
H -4.1876 0.5587 -0.6974 -2.15 0.02 -1.55
H -3.5745 0.0599 0.9492 0.38 0.11 -0.25
```
Positions in Å, forces in eV/Å.

Values from the calculation:
Charge   0
M   164.7 g mol⁻¹
Kohn-Sham gap (alpha / beta)   8.0416 / 8.0423 eV
LUMO (alpha / beta)   -0.621 / -0.620 eV
Energy above the lowest of the compared OMol25 structures with the same formula, charge and spin   31.85 kcal/mol
SMILES string   CC(C)C(=S)Cl.C=C=O

Here are the natural (NBO) charges for atoms 1 to 2, given in e: number 1, C, carries -0.600; number 2, C, carries -0.359

Record 4
The following is a DFT calculation (ωB97M-V/def2-TZVPD) of an isolated molecule of C6H9ClS.

The geometry in XYZ format:
```
17
Properties=species:S:1:pos:R:3:forces:R:3
C 1.0529 -1.9137 -0.8276 -3.37 -1.31 -2.24
C 0.7141 -1.2584 0.4862 -3.47 -1.47 -2.09
C 0.0170 0.0228 0.2233 -8.01 -0.40 0.95
C -1.5642 -0.0784 0.1494 7.65 0.70 -0.31
Cl -2.3068 -1.5799 0.0238 -0.74 -0.30 -0.02
S -2.3700 1.4325 -0.0910 -1.21 -0.46 0.03
C -0.8809 2.3809 0.0129 2.65 -0.48 -1.26
C 0.3334 1.4512 0.4545 -0.30 0.82 1.20
H 1.0411 -2.9916 -0.6904 0.04 -0.28 -0.05
H 1.9829 -1.7085 -1.1767 2.80 1.04 -1.28
H 0.2501 -1.7355 -1.7354 1.92 -0.14 2.47
H 1.5207 -1.2693 1.1095 2.21 0.39 1.80
H -0.0148 -2.0751 0.8197 0.63 1.75 0.62
H -1.0083 3.1198 0.8029 0.06 0.46 -0.73
H -0.5294 2.7286 -1.0383 -1.20 0.10 1.85
H 0.5462 1.6808 1.5315 -0.13 -0.48 -0.51
H 1.2157 1.7939 -0.0543 0.47 0.08 -0.43
```
Positions in Å, forces in eV/Å.

Values from the calculation:
Charge   0
M   148.7 g mol⁻¹
Kohn-Sham gap (alpha / beta)   7.8726 / 7.8719 eV
LUMO (alpha / beta)   0.649 / 0.649 eV
Energy above the lowest of the compared OMol25 structures with the same formula, charge and spin   52.80 kcal/mol
SMILES string   CCC1=C(Cl)SCC1

Here are the natural (NBO) charges for atoms 1 to 2, given in e: number 1, C, carries -0.571; number 2, C, carries -0.474

Record 5
The following is a DFT calculation (ωB97M-V/def2-TZVPD) of a structure of composition C6H9F11HfN4O19S5.

The geometry in XYZ format:
```
55
Properties=species:S:1:pos:R:3:forces:R:3
Hf -2.4987 11.9406 8.1038 0.25 0.06 0.31
C -4.2051 15.6038 2.5691 -0.33 1.47 -1.84
F -3.2441 16.3395 1.8903 -1.05 -1.99 1.32
F -5.3897 16.1759 2.1109 1.76 -1.87 1.17
F -4.1274 14.2572 2.3364 -0.17 2.58 0.00
S -4.0304 15.8856 4.4074 -0.14 3.07 2.23
O -4.7682 14.8668 5.0966 -3.54 -1.73 0.12
O -2.7720 15.3709 4.9066 3.11 0.38 -1.09
O -4.3387 17.2672 4.7790 0.40 -2.19 -1.75
C 1.0049 7.4960 3.9891 -0.10 -0.21 3.16
F 1.5089 8.6488 3.6866 0.46 0.80 -0.83
F 0.8049 6.7313 2.9516 0.36 -0.08 0.33
F 1.9117 6.9353 4.9360 -2.33 0.51 -2.10
S -0.7595 7.9290 4.8476 -1.19 -0.80 2.74
O -0.5432 8.1495 6.3303 0.54 -1.30 -1.56
O -1.2048 9.2933 4.5393 0.32 0.01 -1.60
O -1.6842 6.8433 4.5077 1.72 1.44 0.13
C -9.5565 10.1014 5.8821 -0.95 -0.06 1.09
F -10.8147 9.9858 6.2741 -0.74 -1.25 0.89
F -9.4998 9.5153 4.6932 1.08 0.36 0.34
F -9.4235 11.4113 5.8404 1.66 0.66 -0.69
S -8.3898 9.2958 7.2578 0.81 -2.21 -1.35
O -8.8470 9.6778 8.5684 -1.10 -0.14 -0.23
O -8.4301 7.8586 6.8477 -0.24 2.53 0.92
O -7.0076 9.7976 7.1777 -0.31 0.22 -1.01
N -0.6100 13.7611 11.7357 0.56 2.45 3.70
S 0.2557 13.4326 13.0394 6.54 -5.92 1.29
O -0.4240 13.1227 14.2806 0.35 1.04 -1.53
O 1.6477 13.9903 13.1286 -4.18 -0.60 -0.35
F 0.5864 11.9726 12.4142 0.12 -0.16 0.59
S -1.0037 15.2480 12.5234 -3.68 5.19 -4.47
O -0.0504 16.3305 12.4359 0.15 -1.92 0.92
O -2.0606 15.3718 13.4866 1.16 -1.27 -0.18
F -1.7773 15.5140 11.1415 -1.25 0.93 -0.52
C 4.8536 13.7214 6.3695 0.12 0.66 0.02
N 3.5101 13.9016 6.9532 -2.97 -0.58 2.95
O 2.7008 12.9199 6.9782 2.21 2.30 -0.79
O 3.2771 14.9442 7.6026 0.79 -1.96 -1.99
H 4.8623 12.8689 5.6903 0.01 0.26 0.22
H 5.5234 13.6344 7.2251 -0.09 -0.48 -0.03
H 5.1318 14.6828 5.9378 -0.18 -0.23 -0.39
C -7.7972 14.0060 13.2757 -0.18 0.47 0.33
N -6.7074 13.0309 13.0416 1.61 -1.42 -0.58
O -6.4902 12.1693 13.9134 -0.52 1.86 -1.87
O -6.0732 13.1336 11.9634 -1.20 -0.30 2.14
H -7.7556 14.8066 12.5372 0.14 -0.35 0.00
H -7.6546 14.4185 14.2745 0.00 -0.16 -0.06
H -8.7559 13.4886 13.2381 0.21 -0.12 -0.04
C -3.7460 5.4923 11.2777 -0.87 0.03 1.11
N -3.2768 6.7335 12.0840 1.09 0.80 0.15
O -3.0276 6.5878 13.2915 -0.76 -0.01 -2.57
O -3.1094 7.8080 11.4658 -0.57 -2.19 0.98
H -4.5988 5.0940 11.8274 -0.05 0.29 0.24
H -3.0327 4.6700 11.3328 0.48 0.63 -0.14
H -4.1243 5.7071 10.2783 0.68 0.51 0.15
```
Positions in Å, forces in eV/Å.

Values from the calculation:
Charge   0
M   989.0 g mol⁻¹
Kohn-Sham gap   1.8414 eV
LUMO   -8.160 eV

Here are the natural (NBO) charges for atoms 1 to 2, given in e: number 1, Hf, carries 1.601; number 2, C, carries 0.743

Record 6
The following is a DFT calculation (ωB97M-V/def2-TZVPD) of a cluster of 2 separate species, C6H9F2NO4S in total.

The geometry in XYZ format:
```
23
Properties=species:S:1:pos:R:3:forces:R:3
C 2.5424 2.2339 1.1048 0.88 1.11 0.51
C 2.8314 1.0643 0.5516 -1.28 1.06 -1.25
C -1.4561 0.2782 -0.8779 -1.30 0.12 5.11
C -1.3213 -1.9377 0.0439 1.52 -0.72 0.13
C -1.8863 -0.5857 0.3870 -1.70 -2.36 -4.28
C -0.2832 -2.3737 0.7476 1.34 -1.20 0.83
N -3.3325 -0.8284 0.5896 0.75 0.67 0.58
O -1.0039 1.4490 -0.4169 0.76 0.42 -1.30
O -1.4895 -0.0578 -1.9952 0.08 -0.75 -2.74
O 2.4374 -0.8845 -1.0925 1.86 -2.00 -1.15
O 1.4775 1.3672 -1.6952 0.43 0.86 1.77
F 0.3976 -3.5310 0.5564 -0.97 1.03 -0.18
F 0.3285 -1.8063 1.8513 -1.35 -0.17 -1.65
S 1.6932 0.1684 -0.5056 -2.50 1.60 1.17
H 3.3674 2.8838 1.5020 -0.77 -0.94 -0.15
H 1.5652 2.7411 1.1670 0.33 -0.79 -0.28
H 3.7746 0.6414 0.3457 1.35 -0.21 0.38
H -1.6577 -2.5106 -0.8732 0.43 0.84 1.45
H 1.4009 0.9836 -2.5541 -0.02 -0.91 -1.09
H -1.5040 -0.2231 1.2591 1.29 1.14 2.10
H -0.4020 1.6921 -1.1611 -0.16 0.88 0.49
H -3.6071 -0.1589 1.2793 -0.57 0.31 0.52
H -3.8726 -0.6055 -0.2137 -0.40 0.01 -0.98
```
Positions in Å, forces in eV/Å.

Values from the calculation:
Charge   0
M   229.2 g mol⁻¹
Kohn-Sham gap   9.7382 eV
LUMO   0.226 eV

Here are the natural (NBO) charges for atoms 1 to 2, given in e: number 1, C, carries -0.309; number 2, C, carries -0.471